Density functional theory data (the ωB97M-V functional and the def2-TZVPD basis) for 5 unconnected molecules or ions with the total composition C21H35BN5O6PS at a distorted geometry.

Bonds (Å) are listed after each position.
Geometry (Å):
1 C 1.4329 0.6611 6.3854  C2 1.637, H24 1.159, H25 1.144, H26 1.145
2 C 2.4967 0.8347 5.1532  C1 1.637, C3 1.607, H27 1.143, H28 1.158
3 C 1.9354 -0.0409 3.9279  C2 1.607, C4 1.612, H29 1.146, H30 1.160
4 C 2.7147 0.1827 2.5345  C3 1.612, N5 1.493, H31 1.140, H32 1.161
5 N 2.7723 -1.0079 1.6356  C4 1.493, C6 1.481, H33 1.034
6 C 1.6878 -1.0457 0.6271  N5 1.481, C7 1.619, O14 1.467, C20 1.636
7 C 2.3282 -1.9633 -0.5427  C6 1.619, C8 1.594, H34 1.142, H35 1.157
8 C 2.9818 -1.1509 -1.7489  C7 1.594, O9 1.266, O10 1.460
9 O 2.3460 -0.7028 -2.7476  C8 1.266
10 O 4.4216 -0.9158 -1.7978  C8 1.460, C11 1.457
11 C 4.8170 -1.6675 -2.9812  O10 1.457, C12 1.595, O13 1.265
12 C 5.3119 -0.9963 -4.3411  C11 1.595, H36 1.141, H37 1.147, H38 1.156
13 O 4.7252 -2.9282 -2.9463  C11 1.265
14 O 1.3721 0.1811 -0.1132  C6 1.467, C15 1.442
15 C 0.0603 0.2885 -0.7012  O14 1.442, O16 1.247, C17 1.602
16 O -0.2361 0.8116 -1.7934  C15 1.247
17 C -0.8534 -0.4620 0.3792  C15 1.602, P18 1.898, C20 1.632, H39 1.141
18 P -1.3573 0.8926 1.6101  C17 1.898, S19 1.948, H40 1.450, H41 1.450
19 S -0.2646 2.5042 1.5510  P18 1.948
20 C 0.1934 -1.4364 1.1658  C6 1.636, C17 1.632, B21 1.625, H42 1.162
21 B -0.2102 -3.0061 1.2797  C20 1.625, C22 1.625, O23 1.470
22 C 0.5075 -4.0608 2.2867  B21 1.625, H43 1.148, H44 1.144, H45 1.151
23 O -1.2592 -3.5614 0.4128  B21 1.470, H46 0.983
24 H 0.7945 -0.2720 6.1312  C1 1.159
25 H 1.9907 0.4253 7.3556  C1 1.144
26 H 0.7380 1.5679 6.4568  C1 1.145
27 H 2.5704 1.9551 4.9367  C2 1.143
28 H 3.5119 0.4134 5.5192  C2 1.158
29 H 1.9022 -1.1655 4.1442  C3 1.146
30 H 0.8459 0.3170 3.7510  C3 1.160
31 H 2.3012 1.1345 2.0623  C4 1.140
32 H 3.8136 0.4249 2.8209  C4 1.161
33 H 2.7580 -1.8283 2.2641  N5 1.034
34 H 1.6174 -2.7323 -0.9977  C7 1.142
35 H 3.1859 -2.5693 -0.0565  C7 1.157
36 H 6.3641 -1.3482 -4.6072  C12 1.141
37 H 5.1945 0.1443 -4.3232  C12 1.147
38 H 4.6053 -1.3708 -5.1754  C12 1.156
39 H -1.8105 -0.9331 -0.0269  C17 1.141
40 H -2.7217 1.3133 1.3565  P18 1.450
41 H -1.3611 0.4317 2.9847  P18 1.450
42 H 0.0151 -1.0760 2.2555  C20 1.162
43 H 1.5923 -3.7144 2.4292  C22 1.148
44 H -0.0272 -4.0217 3.2977  C22 1.144
45 H 0.4645 -5.1531 1.9275  C22 1.151
46 H -1.0080 -3.4603 -0.5321  O23 0.983
47 C -4.7407 -3.1036 0.0067  C48 1.499, H50 1.091, H51 1.091, H52 1.092
48 C -4.3455 -2.0538 1.0009  C47 1.499, N49 1.183
49 N -4.0337 -1.2257 1.7855  C48 1.183
50 H -3.8767 -3.7229 -0.2405  C47 1.091
51 H -5.5246 -3.7359 0.4266  C47 1.091
52 H -5.1131 -2.6305 -0.9037  C47 1.092
53 C -0.8636 1.6875 -4.8649  C54 1.500, H56 1.091, H57 1.091, H58 1.091
54 C -0.9183 2.5095 -6.1189  C53 1.500, N55 1.183
55 N -0.9616 3.1574 -7.1080  C54 1.183
56 H -1.8551 1.2951 -4.6342  C53 1.091
57 H -0.1727 0.8533 -4.9974  C53 1.091
58 H -0.5220 2.3032 -4.0314  C53 1.091
59 C -4.8173 2.7266 -3.9326  C60 1.500, H62 1.090, H63 1.091, H64 1.092
60 C -4.2547 1.4132 -3.4767  C59 1.500, N61 1.184
61 N -3.8110 0.3765 -3.1172  C60 1.184
62 H -5.0836 3.3349 -3.0686  C59 1.090
63 H -4.0773 3.2615 -4.5297  C59 1.091
64 H -5.7096 2.5571 -4.5385  C59 1.092
65 C -2.3119 5.4060 0.2482  C66 1.499, H68 1.091, H69 1.092, H70 1.091
66 C -2.7812 4.8222 -1.0507  C65 1.499, N67 1.183
67 N -3.1525 4.3558 -2.0720  C66 1.183
68 H -3.0393 5.1938 1.0334  C65 1.091
69 H -1.3506 4.9695 0.5259  C65 1.092
70 H -2.1978 6.4871 0.1517  C65 1.091

Results
E_HOMO = -8.90 eV
LUMO = 0.07 eV
HOMO-LUMO gap = 8.97 eV
DFT total energy = -2310.66215 Ha
SMILES string = CCCCN[C@]1(CC(=O)OC(C)=O)OC(=O)[C@H]([PH2]=S)[C@H]1B(C)O.CC#N.CC#N.CC#N.CC#N